# 1
2 unconnected molecules or ions with the total composition C2H11N5O. Source: the Open Molecules 2025 dataset; level of theory: ωB97M-V/def2-TZVPD.

Computed properties:
Charge: +2
HOMO energy (alpha / beta): -16.91 / -16.91 eV
Kohn-Sham gap (alpha / beta): 8.682 / 8.680 eV
Relative energy (zero: lowest compared OMol25 entry of this formula, charge and spin): 69.4 kcal per mole

Positions of all 19 atoms, in Å:
C -0.41 -0.38 0.18
C -2.79 -0.30 0.34
N -1.76 -0.28 -0.50
N 0.46 1.75 -0.41
N 3.26 -0.66 -0.24
N 0.70 0.37 -0.42
N 2.21 -0.71 0.47
O -3.99 -0.43 -0.05
H -0.45 -0.12 1.22
H -0.13 -1.44 0.32
H -2.53 -0.30 1.39
H -1.89 -0.50 -1.55
H 1.08 2.27 -0.91
H 0.47 2.10 0.58
H 3.26 -1.26 -1.04
H 3.95 0.01 -0.02
H 0.99 0.03 -1.28
H 2.13 -0.02 1.37
H -4.59 -0.13 0.57

---

# 2
A molecular structure, C2H11N6Ru. Source: the Open Molecules 2025 dataset; level of theory: ωB97M-V/def2-TZVPD.

Computed properties:
Charge: +1
HOMO energy (alpha / beta): -9.58 / -13.11 eV
⟨S²⟩: 6.007
Kohn-Sham gap (alpha / beta): 6.495 / 8.121 eV
Spin multiplicity: 5
Relative energy (zero: lowest compared OMol25 entry of this formula, charge and spin): 0.0 kcal per mole

Positions of all 20 atoms, in Å:
C -1.21 1.61 -3.02
Ru -0.37 0.69 -1.03
N 0.50 -0.97 -1.87
H -1.16 1.58 0.03
H -0.48 1.84 -2.18
H -1.70 2.59 -3.12
H -2.00 0.87 -2.85
H -0.63 1.52 -3.94
H 0.21 -1.86 -1.45
H 1.52 -0.89 -1.78
H 0.30 -1.03 -2.87
N -0.05 -1.27 4.17
N 0.27 -0.78 2.93
N 1.56 -0.66 2.63
C 1.49 -0.15 1.39
N 0.22 0.02 0.96
N -0.59 -0.40 1.99
H -1.02 -1.33 4.41
H 0.74 -1.46 4.77
H 2.40 0.08 0.84

---

# 3
3 unconnected molecules or ions with the total composition C2H11NO2. Source: the Open Molecules 2025 dataset; level of theory: ωB97M-V/def2-TZVPD.

Computed properties:
HOMO energy: -9.71 eV
Kohn-Sham gap: 10.381 eV
SMILES string: CCN.O.O
Relative energy (zero: lowest compared OMol25 entry of this formula, charge and spin): 12.4 kcal per mole

Positions of all 16 atoms, in Å:
C 0.44 1.91 0.87
C 0.60 1.01 -0.32
N -0.67 0.45 -0.77
H -0.29 2.70 0.66
H 1.36 2.38 1.20
H -0.07 1.29 1.62
H 1.17 0.13 0.01
H 1.15 1.47 -1.15
H -0.51 -0.03 -1.65
H -1.41 1.12 -0.83
O -1.61 -1.29 1.54
H -1.70 -2.22 1.31
H -1.45 -0.79 0.72
O 0.76 -2.95 -1.02
H 1.15 -2.47 -0.30
H 1.08 -2.69 -1.88

---

Which of these has the highest relative energy (zero: lowest compared OMol25 entry of this formula, charge and spin)?
C2H11N5O